C4H12S2 | ωB97M-V/def2-TZVPD

Geometry (Å):
H1 4.4846 -1.1445 -0.4559
H2 1.6007 -1.8476 -1.8861
C1 2.3837 -1.0481 0.1916
H3 -3.9410 1.5245 2.6395
H4 -2.7121 2.4597 1.9076
S1 1.6631 -0.5528 -1.4424
C2 -3.0218 1.4234 2.0452
H5 -3.9651 0.9620 0.2251
H6 -3.4023 -0.4895 1.0576
H7 -2.3579 1.0009 2.8238
H8 -0.5632 0.1507 -0.1302
H9 4.2494 0.2667 0.5701
H10 1.7114 -0.5811 0.9094
H11 4.1226 -1.2615 1.2448
C3 -3.1580 0.5551 0.8412
S2 -1.8295 0.5280 -0.4378
H12 2.2654 -2.1227 0.3040
C4 3.8583 -0.7197 0.3134

Energy above the lowest of the compared OMol25 structures with the same formula, charge and spin in eV: 1.0748
Molar mass in g/mol: 124.3
Calculated total energy in eV: -26012.043
Kohn-Sham gap in eV: 9.553
Charge: 0
LUMO level in eV: 0.8
E_HOMO in eV: -8.75
SMILES: CCS.CCS

Löwdin atomic charge list, values in e, 6 entries:
1. H 0.0620
2. H -0.1250
3. C -0.5944
4. H 0.0706
5. H 0.0694
6. S 0.6579